1.
The following is a DFT calculation (the ωB97M-V functional and the def2-TZVPD basis) of a molecular structure, C46H38IrN10O4 in a non-equilibrium geometry.

Calculated values
Relative energy (zero: lowest compared OMol25 entry of this formula, charge and spin) = 38.0 kJ/mol
Charge = +1
Frontier orbital gap = 7.36 eV
2S+1 = 1

Geometry as XYZ:
```
99
C46H38IrN10O4 | the OMol25 dataset | the ωB97M-V functional and the def2-TZVPD basis
Ir 1.265 -0.339 -0.079
C 1.018 -5.515 1.700
N 1.357 -4.374 0.854
C 1.099 -3.099 1.101
N 1.382 -2.386 0.014
C 1.870 -3.309 -0.865
N 1.843 -4.527 -0.395
C -0.478 -5.657 1.891
C -0.947 -6.423 2.952
C -2.309 -6.553 3.176
C -3.219 -5.901 2.361
C -2.754 -5.132 1.300
C -1.388 -5.027 1.056
C -3.706 -4.407 0.463
N -4.988 -4.369 0.554
N -5.430 -3.522 -0.448
C -4.381 -3.110 -1.069
O -3.238 -3.627 -0.545
C -4.283 -2.223 -2.223
C -5.419 -1.599 -2.737
C -5.303 -0.795 -3.856
C -4.069 -0.607 -4.471
C -2.939 -1.224 -3.959
C -1.584 -1.104 -4.616
N -0.588 -0.548 -3.706
C 0.188 -1.169 -2.842
N 0.918 -0.275 -2.176
C 0.534 0.925 -2.725
N -0.369 0.792 -3.647
C -3.054 -2.026 -2.832
H 1.502 -5.373 2.666
H 1.463 -6.385 1.220
H 0.676 -2.725 2.020
H 2.216 -3.070 -1.856
H -0.244 -6.915 3.614
H -2.662 -7.153 4.004
H -4.283 -5.973 2.538
H -1.054 -4.437 0.212
H -6.375 -1.758 -2.259
H -6.181 -0.308 -4.258
H -3.991 0.024 -5.347
H -1.596 -0.459 -5.490
H -1.235 -2.092 -4.919
H 0.191 -2.236 -2.700
H 1.118 1.825 -2.638
H -2.184 -2.529 -2.429
C 4.036 -0.525 -1.254
N 3.244 -0.515 -0.033
C 3.757 -0.745 1.143
C 2.887 -0.706 2.241
C 2.984 -0.880 3.628
C 1.706 -0.666 4.131
C 0.875 -0.354 3.040
N 1.586 -0.379 1.913
C 4.160 0.824 -1.932
C 3.564 1.973 -1.434
C 3.697 3.182 -2.106
C 4.435 3.249 -3.276
C 5.055 2.106 -3.766
C 4.921 0.902 -3.096
H 3.574 -1.240 -1.939
H 5.036 -0.900 -1.018
H 4.824 -0.924 1.229
H 3.876 -1.121 4.183
H 1.400 -0.698 5.163
H -0.172 -0.096 3.044
H 3.012 1.946 -0.505
H 3.219 4.065 -1.706
H 4.538 4.189 -3.801
H 5.646 2.154 -4.671
H 5.409 0.014 -3.483
O 0.353 2.309 2.376
C 0.033 3.312 1.422
C 0.353 2.762 0.014
O 0.484 3.485 -0.944
O 0.352 1.443 -0.119
C -1.489 3.486 1.403
C -2.067 4.678 0.985
C -3.447 4.801 0.922
C -4.260 3.734 1.274
C -3.686 2.539 1.685
C -2.306 2.414 1.743
C 0.741 4.616 1.793
C 0.759 4.943 3.152
C 1.363 6.105 3.602
C 1.950 6.978 2.697
C 1.914 6.677 1.346
C 1.312 5.510 0.891
H 1.136 2.594 2.859
H -1.439 5.516 0.712
H -3.887 5.736 0.601
H -5.337 3.833 1.231
H -4.315 1.703 1.963
H -1.856 1.483 2.058
H 0.266 4.295 3.866
H 1.363 6.334 4.659
H 2.418 7.890 3.042
H 2.354 7.358 0.629
H 1.283 5.301 -0.166
```

These are the Mulliken partial charges, in e, on atoms 1 to 6: Ir 1.722; C -1.124; N 0.879; C -0.501; N 0.256; C -0.626

2.
The following is a DFT calculation (the ωB97M-V functional and the def2-TZVPD basis) of 3 unconnected molecules or ions with the total composition C5H12O2.

Calculated values
Relative energy (zero: lowest compared OMol25 entry of this formula, charge and spin) = 166.9 kJ/mol
SMILES = CCC=O.C=C.O
Charge = 0
Frontier orbital gap = 10.96 eV
2S+1 = 1

Geometry as XYZ:
```
19
C5H12O2 | the OMol25 dataset | the ωB97M-V functional and the def2-TZVPD basis
C -2.928 0.158 0.837
C -1.615 -0.585 0.562
C -0.458 0.372 0.624
O 0.389 0.348 1.493
C 1.527 -1.312 -1.381
C 2.610 -0.636 -1.012
O 1.835 2.330 0.091
H -3.778 -0.530 0.790
H -2.913 0.615 1.831
H -3.095 0.952 0.100
H -1.641 -1.028 -0.443
H -1.445 -1.381 1.293
H -0.412 1.148 -0.168
H 1.562 1.722 0.798
H 1.166 -1.302 -2.407
H 0.961 -1.909 -0.668
H 3.194 -0.055 -1.725
H 2.964 -0.646 0.016
H 2.077 1.739 -0.631
```

These are the Mulliken partial charges, in e, on atoms 1 to 6: C -1.223; C -0.299; C 0.098; O -0.549; C -0.418; C -0.757

3.
The following is a DFT calculation (the ωB97M-V functional and the def2-TZVPD basis) of 2 unconnected molecules or ions with the total composition C8H13Cl in a non-equilibrium geometry.

Calculated values
Relative energy (zero: lowest compared OMol25 entry of this formula, charge and spin) = 319.7 kJ/mol
Charge = 0
Frontier orbital gap (alpha / beta) = 7.88 / 7.88 eV
2S+1 = 1

Geometry as XYZ:
```
22
C8H13Cl | the OMol25 dataset | the ωB97M-V functional and the def2-TZVPD basis
C -0.926 -1.839 3.105
C -0.933 -0.917 2.339
C -1.419 1.479 0.493
C -0.578 -0.997 -1.101
C 0.801 1.020 -1.682
C 1.723 -0.758 -0.168
C -0.090 0.802 0.570
C 0.457 0.001 -0.573
Cl 1.044 1.621 1.550
H -1.095 -2.596 3.825
H -2.166 0.819 0.060
H -1.350 2.384 -0.118
H -1.751 1.780 1.485
H -0.937 -1.625 -0.290
H -0.118 -1.630 -1.856
H -1.422 -0.492 -1.561
H 1.443 1.807 -1.293
H -0.104 1.471 -2.079
H 1.321 0.518 -2.493
H 2.111 -1.310 -1.021
H 1.494 -1.461 0.629
H 2.494 -0.076 0.178
```

These are the Mulliken partial charges, in e, on atoms 1 to 6: C -0.349; C -0.503; C -1.480; C -1.826; C -1.800; C -1.794

4.
The following is a DFT calculation (the ωB97M-V functional and the def2-TZVPD basis) of a molecular structure, C6H4N2O2 in a non-equilibrium geometry.

Calculated values
Relative energy (zero: lowest compared OMol25 entry of this formula, charge and spin) = 130.3 kJ/mol
Charge = 0
Frontier orbital gap = 8.50 eV
2S+1 = 1

Geometry as XYZ:
```
14
C6H4N2O2 | the OMol25 dataset | the ωB97M-V functional and the def2-TZVPD basis
C -2.123 -0.782 0.333
C -1.014 -1.543 0.150
C -0.568 0.627 -0.053
C 1.946 0.641 0.050
C 1.378 -0.755 -0.121
C 0.357 1.723 -0.314
N -1.831 0.555 0.205
N 0.011 -0.649 -0.086
O 2.988 1.060 0.395
O 2.031 -1.750 -0.277
H -3.126 -1.094 0.549
H -0.853 -2.600 0.169
H 0.484 1.998 -1.354
H 0.320 2.569 0.352
```

These are the Mulliken partial charges, in e, on atoms 1 to 6: C -0.529; C -0.159; C 0.443; C 0.410; C 0.511; C -0.730

5.
The following is a DFT calculation (the ωB97M-V functional and the def2-TZVPD basis) of a molecular structure, C35H43ClN2O7PbSb.

Calculated values
Relative energy (zero: lowest compared OMol25 entry of this formula, charge and spin) = 37.7 kJ/mol
Charge = +1
Frontier orbital gap = 8.16 eV
2S+1 = 1

Geometry as XYZ:
```
90
C35H43ClN2O7PbSb | the OMol25 dataset | the ωB97M-V functional and the def2-TZVPD basis
Pb -0.097 2.837 -0.339
C 5.203 -1.631 -1.931
O 5.794 -0.557 -1.214
C 4.998 0.423 -0.757
C 5.653 1.452 -0.049
C 4.910 2.476 0.448
C 3.504 2.568 0.270
C 2.829 3.748 0.722
C 3.439 4.695 1.715
O 1.694 4.092 0.304
C 2.848 1.516 -0.438
O 1.552 1.415 -0.616
C 3.631 0.459 -0.941
H 6.016 -2.302 -2.188
H 4.722 -1.272 -2.844
H 4.474 -2.159 -1.311
H 6.726 1.408 0.072
H 5.424 3.273 0.963
H 4.321 4.315 2.217
H 2.668 4.913 2.453
H 3.678 5.635 1.214
H 3.116 -0.321 -1.475
O -0.071 2.948 2.572
C -0.478 1.802 2.563
N -0.734 0.960 3.589
C -1.311 -0.298 3.122
C -1.213 -0.041 1.618
O -1.559 -0.938 0.780
N -0.734 1.137 1.350
C -0.463 -1.521 3.452
C -0.978 -2.788 3.191
C -0.205 -3.913 3.419
C 1.090 -3.783 3.909
C 1.604 -2.524 4.168
C 0.831 -1.392 3.936
C -2.763 -0.426 3.574
C -3.815 0.038 2.794
C -5.118 -0.026 3.265
C -5.378 -0.548 4.523
C -4.330 -1.008 5.308
C -3.029 -0.952 4.835
H -0.776 1.268 4.546
H -1.989 -2.893 2.816
H -0.614 -4.895 3.221
H 1.691 -4.664 4.091
H 2.608 -2.416 4.554
H 1.243 -0.411 4.131
H -3.631 0.456 1.810
H -5.931 0.334 2.648
H -6.394 -0.599 4.890
H -4.526 -1.417 6.290
H -2.217 -1.329 5.444
Cl 2.822 3.790 -2.874
C 1.562 4.984 -3.297
C 0.482 4.259 -4.060
O 0.344 4.292 -5.247
O -0.307 3.521 -3.245
H 2.005 5.743 -3.932
H 1.194 5.411 -2.367
C -3.158 -2.995 -0.545
C -2.983 -1.966 -1.660
C -4.275 -1.190 -1.913
Sb -1.373 -0.576 -1.278
C -1.795 0.336 -4.854
C -0.304 0.424 -4.983
C -2.668 1.134 -5.460
C 0.339 -1.881 -1.490
C 0.042 -3.099 -2.359
C 0.934 -2.251 -0.135
H -3.882 -3.750 -0.859
H -3.536 -2.527 0.365
H -2.229 -3.506 -0.289
H -2.685 -2.481 -2.577
H -4.594 -0.656 -1.014
H -5.081 -1.874 -2.187
H -4.175 -0.459 -2.717
H -2.178 -0.480 -4.241
H 0.180 0.505 -4.003
H -0.006 1.285 -5.581
H 0.089 -0.475 -5.463
H -0.892 2.976 -3.811
H -3.735 0.992 -5.349
H -2.338 1.929 -6.120
H 1.046 -1.237 -2.016
H -0.642 -3.790 -1.864
H 0.969 -3.642 -2.557
H -0.388 -2.832 -3.326
H 0.247 -2.848 0.464
H 1.209 -1.370 0.449
H 1.842 -2.841 -0.289
```

These are the Mulliken partial charges, in e, on atoms 1 to 6: Pb 1.373; C -0.653; O -0.469; C 1.044; C -1.299; C -1.067

6.
The following is a DFT calculation (the ωB97M-V functional and the def2-TZVPD basis) of a molecular structure, C34H54BBiF2N2O2SbSe4.

Calculated values
Relative energy (zero: lowest compared OMol25 entry of this formula, charge and spin) = 0.0 kJ/mol
Charge = -1
Frontier orbital gap = 6.43 eV
2S+1 = 1

Geometry as XYZ:
```
101
C34H54BBiF2N2O2SbSe4 | the OMol25 dataset | the ωB97M-V functional and the def2-TZVPD basis
Bi -0.494 -0.022 -0.144
C 0.154 3.233 1.150
N 0.538 1.958 1.739
C 0.238 1.940 3.163
C 1.929 1.641 1.439
C 2.281 0.204 1.777
N 1.435 -0.845 1.130
C 2.249 -1.669 0.174
C 3.129 -0.852 -0.727
C 4.499 -1.098 -0.738
C 5.360 -0.371 -1.540
C 4.788 0.635 -2.323
C 3.432 0.929 -2.347
C 2.567 0.153 -1.529
O 1.261 0.373 -1.512
C 2.879 2.019 -3.270
C 2.091 3.066 -2.468
C 3.990 2.766 -4.014
C 1.960 1.382 -4.322
C 6.865 -0.621 -1.607
C 7.299 -1.757 -0.679
C 7.261 -0.999 -3.041
C 7.622 0.649 -1.193
C 0.936 -1.732 2.230
C -0.028 -2.809 1.856
C 0.298 -4.152 1.946
C -0.679 -5.128 1.798
C -1.987 -4.692 1.593
C -2.360 -3.354 1.481
C -1.339 -2.398 1.584
O -1.546 -1.071 1.447
C -3.825 -2.936 1.320
C -4.764 -4.145 1.258
C -4.047 -2.121 0.037
C -4.219 -2.089 2.543
C -0.294 -6.606 1.871
C -1.503 -7.533 1.735
C 0.688 -6.927 0.735
C 0.373 -6.895 3.224
H 0.720 4.072 1.581
H -0.909 3.411 1.320
H 0.337 3.216 0.076
H 0.860 2.660 3.718
H 0.396 0.949 3.583
H -0.809 2.198 3.314
H 2.618 2.297 1.997
H 2.098 1.820 0.377
H 2.213 0.061 2.855
H 3.322 0.041 1.497
H 1.558 -2.292 -0.393
H 2.878 -2.337 0.773
H 4.874 -1.889 -0.098
H 5.448 1.214 -2.954
H 2.722 3.515 -1.694
H 1.221 2.613 -2.003
H 1.752 3.866 -3.133
H 4.687 3.252 -3.325
H 3.539 3.542 -4.637
H 4.556 2.104 -4.672
H 1.126 0.868 -3.852
H 2.513 0.661 -4.928
H 1.559 2.152 -4.987
H 6.807 -2.696 -0.939
H 7.076 -1.528 0.366
H 8.377 -1.908 -0.766
H 6.741 -1.906 -3.356
H 8.338 -1.176 -3.106
H 7.007 -0.206 -3.746
H 7.355 0.940 -0.174
H 7.388 1.486 -1.853
H 8.702 0.479 -1.232
H 0.436 -1.074 2.941
H 1.815 -2.167 2.720
H 1.328 -4.427 2.152
H -2.755 -5.438 1.473
H -4.521 -4.794 0.413
H -5.788 -3.789 1.124
H -4.735 -4.732 2.180
H -3.696 -2.664 -0.843
H -3.540 -1.157 0.081
H -5.117 -1.938 -0.092
H -4.126 -2.675 3.461
H -5.259 -1.761 2.450
H -3.584 -1.207 2.625
H -2.018 -7.383 0.786
H -2.218 -7.384 2.549
H -1.166 -8.572 1.771
H 0.224 -6.731 -0.234
H 0.982 -7.980 0.775
H 1.594 -6.321 0.809
H -0.310 -6.671 4.047
H 1.275 -6.297 3.363
H 0.656 -7.950 3.288
F -1.310 0.297 -3.019
B -0.919 -0.984 -3.198
F -0.669 -1.331 -4.443
Se -2.701 -6.113 -1.629
Sb -2.293 -4.808 -3.569
Se -0.345 -5.190 -4.857
Se -3.944 -3.282 -4.335
Se -0.844 -2.213 -1.703
```

These are the Mulliken partial charges, in e, on atoms 1 to 6: Bi 1.548; C -0.978; N 0.636; C -1.141; C -0.297; C -1.632

7.
The following is a DFT calculation (the ωB97M-V functional and the def2-TZVPD basis) of 16 unconnected molecules or ions with the total composition C28H52Cl30F3N2O5S2.

Calculated values
Charge = +1
Frontier orbital gap = 8.10 eV
2S+1 = 1

Geometry as XYZ:
```
122
C28H52Cl30F3N2O5S2 | the OMol25 dataset | the ωB97M-V functional and the def2-TZVPD basis
C -0.247 0.981 -2.810
C 0.649 0.441 -1.708
C 1.521 1.510 -1.056
O 1.158 1.702 0.335
C 2.168 1.764 1.225
O 3.093 1.024 1.276
C 1.956 2.951 2.145
S 3.192 3.041 3.464
C 2.268 3.279 4.993
O 2.096 2.012 5.620
C 1.170 2.017 6.698
C -0.239 2.116 6.147
C -1.322 2.484 7.157
N -1.419 1.469 8.207
N -0.207 3.025 4.919
C 0.922 4.020 4.844
C 0.681 5.201 5.809
F 1.042 6.318 5.182
F 1.366 5.126 6.943
F -0.626 5.295 6.112
O 1.593 -0.523 -2.248
C 1.097 -1.649 -2.816
O 1.332 -1.925 -3.950
C 0.334 -2.584 -1.898
S -1.450 -2.392 -2.203
H 0.336 1.193 -3.713
H -0.695 1.923 -2.471
H -1.074 0.305 -3.035
H 0.053 -0.048 -0.927
H 1.393 2.483 -1.531
H 2.567 1.212 -1.150
H 2.062 3.850 1.525
H 0.921 2.963 2.489
H 2.945 3.876 5.618
H 1.405 2.785 7.439
H 1.257 1.050 7.202
H -0.511 1.129 5.756
H -1.121 3.447 7.631
H -2.295 2.512 6.644
H -1.157 0.557 7.834
H -0.746 1.663 8.946
H -1.110 3.488 4.783
H -0.074 2.408 4.113
H 0.872 4.474 3.852
H 0.559 -2.391 -0.848
H 0.629 -3.606 -2.146
H -1.911 -3.146 -1.201
C -0.411 9.055 4.629
Cl -1.462 10.276 5.343
Cl -0.945 8.564 3.011
H 0.591 9.461 4.550
H -0.426 8.181 5.263
C -0.617 -2.869 -6.682
Cl -1.686 -4.161 -6.115
Cl -1.514 -1.569 -7.481
H -0.096 -2.457 -5.825
H 0.082 -3.294 -7.391
C 2.465 2.110 11.342
Cl 3.095 0.499 11.021
Cl 1.678 2.808 9.905
H 1.736 2.065 12.142
H 3.294 2.757 11.603
C 0.304 -6.150 -9.125
Cl -0.728 -4.935 -9.890
Cl 1.590 -5.398 -8.173
H -0.307 -6.756 -8.466
H 0.758 -6.755 -9.901
C -4.313 -6.123 -9.938
Cl -3.945 -7.526 -8.928
Cl -6.053 -5.913 -10.181
H -3.921 -5.238 -9.451
H -3.848 -6.271 -10.906
C -1.792 -2.148 5.827
Cl -2.322 -0.681 4.978
Cl -0.961 -1.773 7.348
H -2.672 -2.743 6.047
H -1.101 -2.681 5.186
C -6.082 -3.657 5.782
Cl -4.445 -4.328 5.621
Cl -6.224 -2.079 5.002
H -6.773 -4.343 5.308
H -6.299 -3.547 6.838
C 2.221 5.382 -3.804
Cl 2.443 3.661 -3.441
Cl 0.512 5.819 -3.838
H 2.706 5.950 -3.020
H 2.660 5.596 -4.771
C -5.769 -8.949 -12.706
Cl -4.061 -9.405 -12.610
Cl -6.221 -8.378 -14.315
H -6.366 -9.822 -12.470
H -5.952 -8.152 -11.995
C 5.129 1.199 6.648
Cl 5.629 0.892 8.314
Cl 5.596 2.810 6.080
H 5.591 0.458 6.006
H 4.052 1.137 6.594
C 5.228 6.318 2.060
Cl 3.476 6.486 1.848
Cl 5.932 5.259 0.839
H 5.673 7.301 1.973
H 5.413 5.887 3.037
C -0.419 8.473 -0.656
Cl 0.953 9.380 -1.295
Cl -0.038 6.753 -0.458
H -0.681 8.878 0.313
H -1.245 8.557 -1.352
C -7.388 -5.472 9.728
Cl -5.768 -6.121 9.473
Cl -7.591 -3.884 8.965
H -8.107 -6.152 9.289
H -7.557 -5.357 10.792
C 2.484 -4.095 -12.016
Cl 2.751 -5.836 -12.215
Cl 1.622 -3.390 -13.384
H 1.892 -3.946 -11.121
H 3.451 -3.616 -11.930
C 3.609 -8.892 -14.438
Cl 5.227 -8.226 -14.680
Cl 3.645 -10.556 -13.841
H 3.093 -8.279 -13.710
H 3.090 -8.881 -15.389
```

These are the Mulliken partial charges, in e, on atoms 1 to 6: C -1.572; C 0.662; C -0.719; O -0.314; C 0.316; O -0.532

8.
The following is a DFT calculation (the ωB97M-V functional and the def2-TZVPD basis) of a gas-phase ion, C4H10NS (charge -1) in a non-equilibrium geometry.

Calculated values
Relative energy (zero: lowest compared OMol25 entry of this formula, charge and spin) = 126.5 kJ/mol
SMILES = CN[C@H](C)C[S-]
Charge = -1
Frontier orbital gap = 5.85 eV
2S+1 = 1

Geometry as XYZ:
```
16
C4H10NS | the OMol25 dataset | the ωB97M-V functional and the def2-TZVPD basis
C -1.695 0.929 -0.146
N -0.286 1.054 -0.412
C 0.506 0.013 0.387
C -0.084 -1.410 0.218
S 0.156 -2.805 1.276
C 1.908 0.026 -0.176
H -2.198 1.947 -0.336
H -2.065 0.535 0.842
H -2.216 0.376 -0.939
H 0.015 2.040 -0.132
H 0.446 0.284 1.357
H 0.001 -1.706 -0.904
H -1.232 -1.363 0.015
H 2.258 1.004 0.071
H 2.575 -0.788 0.187
H 1.911 -0.134 -1.309
```

These are the Mulliken partial charges, in e, on atoms 1 to 6: C -0.956; N -0.518; C 0.341; C -0.844; S -0.623; C -1.259